Molecular formula: C7H10
Method: DFT, ωB97M-V/def2-TZVPD

Properties
Highest occupied orbital energy (alpha / beta) in eV: -4.86 / -9.70
Gap between HOMO and LUMO (alpha / beta) in eV: 5.875 / 8.030
LUMO level (alpha / beta) in hartree: 0.037 / -0.061
DFT total energy in eV: -7412.358
Energy relative to the best compared isomer or geometry (same formula, charge and spin) in eV: 3.022
Expectation value of S²: 2.009
Multiplicity: 3
Max |F| in Eh/bohr: 0.124

CARTESIAN COORDINATES (ANGSTROEM)
C 0.30 -2.34 -0.13
C -0.28 -1.23 -0.13
C 2.91 1.03 0.42
C 2.13 0.62 -0.40
C -1.61 0.52 -1.21
C -0.91 0.67 1.23
C -0.83 -0.06 0.02
H -0.15 -3.18 0.50
H 3.74 1.39 0.96
H 1.14 -2.66 -0.64
H 1.66 0.18 -1.24
H -2.64 0.43 -1.06
H -1.50 1.55 -1.08
H -1.15 0.13 -2.12
H -0.23 0.38 2.05
H -0.67 1.73 1.09
H -1.91 0.85 1.74

---

Molecular formula: C7H9N
Method: DFT, ωB97M-V/def2-TZVPD

Properties
Highest occupied orbital energy (alpha / beta) in eV: -13.85 / -14.55
Gap between HOMO and LUMO (alpha / beta) in eV: 10.226 / 7.512
LUMO level (alpha / beta) in hartree: -0.133 / -0.259
DFT total energy in eV: -8886.615
Energy relative to the best compared isomer or geometry (same formula, charge and spin) in eV: 1.093
Expectation value of S²: 0.765
Net charge: +1
Multiplicity: 2
Max |F| in Eh/bohr: 0.023

CARTESIAN COORDINATES (ANGSTROEM)
C -1.41 -2.16 -1.24
C -0.75 -0.89 -0.82
C -1.18 0.45 -1.12
N -0.57 1.30 -0.29
C 0.35 0.58 0.49
C 0.22 -0.77 0.15
C 2.38 1.39 1.56
C 1.05 1.26 1.58
H -0.70 -2.97 -1.23
H -2.28 -2.31 -0.59
H -1.86 -2.06 -2.23
H -1.80 0.86 -1.90
H -0.47 2.27 -0.55
H 0.68 -1.56 0.71
H 2.89 1.95 2.34
H 3.02 0.89 0.84
H 0.45 1.79 2.31

---

Molecular formula: H26O13
Method: DFT, ωB97M-V/def2-TZVPD

Properties
Highest occupied orbital energy in eV: -9.93
Gap between HOMO and LUMO in eV: 9.486
LUMO level in hartree: -0.016
DFT total energy in eV: -27036.121
Energy relative to the best compared isomer or geometry (same formula, charge and spin) in eV: 5.826
Multiplicity: 1
Max |F| in Eh/bohr: 0.078

CARTESIAN COORDINATES (ANGSTROEM)
H -0.88 -0.41 0.93
H 0.13 0.60 0.47
H 0.88 2.81 -0.53
H 0.71 2.30 0.79
H 0.72 0.43 -5.35
H 0.95 0.02 -3.85
H -0.18 0.44 3.27
H 1.14 -0.09 3.80
H -3.27 -3.32 1.56
H -4.62 -3.10 0.59
H -2.99 -1.08 3.98
H -1.50 -0.74 3.98
H 1.76 -2.13 -2.00
H 0.97 -2.42 -3.17
H -2.21 -0.42 -1.54
H -1.29 0.74 -1.24
H -0.47 -1.07 2.63
H 0.42 -2.17 2.25
H 1.19 1.36 -2.75
H 2.46 1.82 -3.43
H -2.21 3.95 0.81
H -2.85 3.50 -0.45
H 1.83 -0.75 0.48
H 2.39 0.04 1.50
H 4.12 -1.52 -1.59
H 4.01 0.04 -1.73
O -0.72 0.34 0.30
O 1.03 3.12 0.34
O 0.31 0.10 -4.50
O 0.35 0.52 4.06
O -3.70 -2.85 0.76
O -2.34 -0.35 3.95
O 0.91 -2.55 -2.23
O -2.23 0.52 -1.60
O -0.41 -1.79 1.98
O 1.91 2.01 -2.66
O -2.87 3.34 0.55
O 2.71 -0.54 0.76
O 3.81 -0.68 -1.15

---

Molecular formula: C3H10N2
Method: DFT, ωB97M-V/def2-TZVPD

Properties
Highest occupied orbital energy (alpha / beta) in eV: 1.85 / -4.51
Gap between HOMO and LUMO (alpha / beta) in eV: 2.073 / 8.498
LUMO level (alpha / beta) in hartree: 0.144 / 0.146
DFT total energy in eV: -6249.209
Energy relative to the best compared isomer or geometry (same formula, charge and spin) in eV: 2.796
Expectation value of S²: 0.752
Net charge: -1
Multiplicity: 2
Max |F| in Eh/bohr: 0.108

CARTESIAN COORDINATES (ANGSTROEM)
C -1.31 0.91 1.68
C -2.11 1.59 0.84
H -0.99 -0.06 1.34
H -0.90 1.46 2.47
H -2.52 1.15 -0.16
H -2.45 2.70 0.83
N 1.68 -0.21 0.31
C 0.82 -1.11 -0.46
N 1.01 -1.67 -1.85
H 2.64 -0.22 0.00
H 1.48 0.73 -0.08
H 0.67 -2.02 0.20
H -0.21 -0.64 -0.42
H 1.90 -1.51 -2.25
H 0.30 -1.09 -2.45

---

Molecular formula: C47H55BrLaN13O2
Method: DFT, ωB97M-V/def2-TZVPD

Properties
Highest occupied orbital energy (alpha / beta) in eV: -9.45 / -9.40
Gap between HOMO and LUMO (alpha / beta) in eV: 3.929 / 3.873
LUMO level (alpha / beta) in hartree: -0.203 / -0.203
DFT total energy in eV: -143987.299
Energy relative to the best compared isomer or geometry (same formula, charge and spin) in eV: 0.155
Net charge: +2
Multiplicity: 1
Max |F| in Eh/bohr: 0.018

CARTESIAN COORDINATES (ANGSTROEM)
La 1.05 0.19 0.37
C -4.04 0.58 -4.61
C -3.42 0.42 -3.25
C -4.09 -0.14 -2.20
C -3.49 -0.37 -0.92
C -4.30 -1.07 0.00
N -3.98 -1.80 1.13
C -2.76 -2.59 1.21
C -2.76 -3.72 0.16
C -1.43 -4.48 0.12
N -0.43 -3.79 -0.69
C 0.32 -4.41 -1.56
C 1.36 -3.86 -2.33
C 2.01 -4.75 -3.21
C 3.04 -4.34 -4.03
C 3.74 -5.28 -4.97
C 3.39 -3.00 -3.98
C 2.78 -2.03 -3.15
C 3.25 -0.71 -3.44
N 3.04 0.49 -2.98
C 3.44 1.63 -3.83
C 2.16 2.15 -4.51
C 1.05 2.42 -3.49
N 0.84 1.26 -2.59
C -0.17 1.42 -1.48
C -1.50 0.80 -1.78
C -2.11 0.88 -3.02
C -2.15 0.13 -0.69
O -1.56 0.03 0.48
C 1.75 -2.47 -2.23
O 1.18 -1.71 -1.39
H -5.02 0.11 -4.65
H -3.41 0.11 -5.37
H -4.15 1.63 -4.87
H -5.11 -0.48 -2.34
H -5.36 -1.07 -0.22
H -4.77 -2.29 1.52
H -2.70 -3.02 2.21
H -1.92 -1.92 1.06
H -2.96 -3.29 -0.82
H -3.55 -4.43 0.39
H -1.58 -5.47 -0.31
H -1.05 -4.61 1.14
H -0.25 -2.80 -0.58
H 0.10 -5.47 -1.68
H 1.68 -5.78 -3.24
H 3.27 -6.26 -4.97
H 4.79 -5.40 -4.69
H 3.71 -4.89 -5.99
H 4.19 -2.67 -4.64
H 3.92 -0.70 -4.29
H 4.17 1.33 -4.58
H 3.88 2.40 -3.20
H 1.82 1.40 -5.23
H 2.37 3.07 -5.05
H 0.12 2.67 -4.00
H 1.32 3.26 -2.85
H -0.30 2.50 -1.36
H -1.60 1.36 -3.85
Br -2.49 7.24 0.70
C -1.20 5.85 0.81
C 0.13 6.13 1.05
C 1.05 5.09 1.16
C 0.65 3.75 1.07
C -0.72 3.50 0.83
C -1.62 4.53 0.67
N 1.50 2.66 1.15
C 2.71 2.80 1.70
C 3.69 1.78 1.74
C 4.96 2.05 2.29
C 5.93 1.08 2.32
C 5.63 -0.18 1.78
C 4.38 -0.39 1.25
N 3.41 0.54 1.23
H 0.46 7.15 1.14
H 2.09 5.34 1.28
H -1.05 2.47 0.75
H -2.65 4.33 0.39
H 3.01 3.74 2.16
H 5.16 3.04 2.68
H 6.90 1.28 2.73
H 6.36 -0.97 1.77
H 4.12 -1.35 0.81
N 0.66 0.77 5.17
C 0.72 1.33 3.96
N 0.81 0.38 3.05
C 0.80 -0.77 3.79
N 0.70 -0.57 5.08
C 1.02 -2.08 3.20
C 0.95 -3.23 3.99
N 1.25 -4.43 3.52
C 1.69 -4.48 2.27
C 1.75 -3.35 1.47
N 1.38 -2.15 1.90
H 0.62 1.21 6.08
H 0.72 2.39 3.77
H 0.64 -3.16 5.03
H 1.99 -5.46 1.90
H 2.11 -3.42 0.45
C 2.15 0.90 -1.91
H 2.54 1.87 -1.58
H 0.56 0.45 -3.14
N -4.98 2.18 3.10
C -4.55 0.77 2.80
C -3.30 0.48 3.64
N -2.23 1.42 3.37
C -2.65 2.80 3.57
C -3.90 3.16 2.76
H -5.19 2.25 4.10
H -5.84 2.40 2.59
H -4.30 0.70 1.74
H -5.36 0.09 3.03
H -2.96 -0.53 3.40
H -3.55 0.52 4.71
H -1.85 1.25 2.45
H -1.85 3.47 3.27
H -2.85 2.95 4.63
H -3.70 3.07 1.70
H -4.23 4.17 2.98

---

Molecular formula: C30H49F3O43S10
Method: DFT, ωB97M-V/def2-TZVPD

Properties
Highest occupied orbital energy in eV: -8.50
Gap between HOMO and LUMO in eV: 8.489
LUMO level in hartree: -0.001
DFT total energy in eV: -236442.618
SMILES string: Cc1ccc(COC(=O)OC(F)(F)F)cc1.O=S1(=O)OCCO1.O=S1(=O)OCCO1.O=S1(=O)OCCO1.O=S1(=O)OCCO1.O=S1(=O)OCCO1.O=S1(=O)OCCO1.O=S1(=O)OCCO1.O=S1(=O)OCCO1.O=S1(=O)OCCO1.O=S1(=O)OCCO1
Multiplicity: 1
Max |F| in Eh/bohr: 0.031

CARTESIAN COORDINATES (ANGSTROEM)
C 1.04 -5.45 -0.44
C -0.01 -4.37 -0.32
C -1.29 -4.61 -0.81
C -2.27 -3.64 -0.70
C -2.03 -2.42 -0.08
C -3.09 -1.38 0.09
O -3.83 -1.61 1.34
C -5.13 -1.89 1.25
O -5.97 -1.31 1.89
O -5.44 -2.88 0.32
C -5.82 -4.10 0.83
F -7.01 -4.41 0.33
F -5.90 -4.10 2.16
F -4.97 -5.05 0.46
C -0.74 -2.18 0.41
C 0.25 -3.15 0.30
H 1.78 -5.36 0.36
H 1.50 -5.48 -1.43
H 0.54 -6.41 -0.28
H -1.50 -5.57 -1.28
H -3.27 -3.85 -1.06
H -2.58 -0.42 0.16
H -3.75 -1.33 -0.77
H -0.55 -1.24 0.91
H 1.24 -2.95 0.68
C 4.49 -6.05 -5.16
C 3.36 -6.66 -5.96
O 2.65 -7.46 -5.00
S 2.73 -6.76 -3.55
O 1.54 -6.00 -3.35
O 3.18 -7.72 -2.61
O 3.92 -5.75 -3.89
H 5.31 -6.76 -5.01
H 4.89 -5.15 -5.62
H 3.70 -7.28 -6.78
H 2.68 -5.89 -6.34
C 1.38 2.42 2.25
C 2.82 2.03 2.05
O 2.86 1.47 0.72
S 1.77 2.20 -0.20
O 2.43 3.22 -0.95
O 0.96 1.22 -0.81
O 0.95 2.92 0.97
H 0.76 1.56 2.51
H 1.25 3.19 3.01
H 3.16 1.31 2.77
H 3.47 2.90 2.06
C -0.92 0.37 -6.01
C -2.28 0.52 -5.35
O -2.14 -0.17 -4.10
S -0.63 -0.01 -3.56
O -0.59 1.04 -2.62
O -0.14 -1.31 -3.27
O 0.02 0.50 -4.94
H -0.81 -0.61 -6.46
H -0.74 1.14 -6.76
H -3.08 0.08 -5.93
H -2.51 1.57 -5.14
C -3.81 0.10 4.51
C -5.05 0.94 4.30
O -5.09 1.81 5.45
S -3.60 2.16 5.91
O -3.23 3.42 5.38
O -3.49 1.88 7.30
O -2.85 1.02 5.08
H -3.98 -0.70 5.22
H -3.42 -0.31 3.58
H -5.95 0.34 4.24
H -4.96 1.56 3.40
C -6.33 2.30 0.65
C -6.64 2.52 -0.81
O -5.36 2.81 -1.41
S -4.21 2.01 -0.65
O -3.92 0.82 -1.36
O -3.19 2.92 -0.28
O -5.07 1.61 0.64
H -6.20 3.25 1.17
H -7.08 1.70 1.15
H -7.33 3.33 -0.97
H -7.03 1.61 -1.28
C -5.89 6.81 -3.22
C -7.08 6.28 -3.99
O -7.85 5.58 -3.01
S -7.71 6.31 -1.59
O -8.82 7.16 -1.38
O -7.33 5.33 -0.64
O -6.44 7.20 -1.95
H -5.14 6.03 -3.04
H -5.42 7.66 -3.70
H -6.79 5.61 -4.79
H -7.69 7.09 -4.40
C 5.97 -10.26 1.33
C 4.83 -9.83 2.22
O 4.12 -8.86 1.45
S 4.21 -9.24 -0.11
O 3.03 -9.94 -0.48
O 4.66 -8.10 -0.82
O 5.40 -10.30 0.02
H 6.78 -9.53 1.33
H 6.36 -11.24 1.59
H 5.16 -9.39 3.16
H 4.15 -10.66 2.44
C 5.79 3.66 -1.92
C 5.55 3.87 -3.40
O 6.86 4.14 -3.93
S 7.96 3.33 -3.10
O 8.28 2.13 -3.80
O 8.97 4.23 -2.69
O 7.04 2.95 -1.85
H 5.90 4.60 -1.40
H 5.00 3.08 -1.45
H 4.88 4.69 -3.60
H 5.17 2.96 -3.88
C 2.17 6.73 1.72
C 2.43 7.79 0.67
O 3.84 8.02 0.75
S 4.59 6.66 1.14
O 5.06 6.05 -0.06
O 5.45 6.91 2.23
O 3.30 5.85 1.64
H 2.14 7.16 2.73
H 1.25 6.17 1.54
H 1.89 8.71 0.87
H 2.19 7.43 -0.33
C 3.12 1.34 7.93
C 3.22 -0.03 7.28
O 2.92 0.21 5.90
S 3.45 1.66 5.48
O 4.71 1.53 4.84
O 2.37 2.36 4.87
O 3.68 2.23 6.95
H 2.08 1.62 8.10
H 3.68 1.41 8.85
H 2.52 -0.75 7.70
H 4.24 -0.43 7.35

---

Repeat the fourth record exactly.
Molecular formula: C3H10N2
Method: DFT, ωB97M-V/def2-TZVPD

Properties
Highest occupied orbital energy (alpha / beta) in eV: 1.85 / -4.51
Gap between HOMO and LUMO (alpha / beta) in eV: 2.073 / 8.498
LUMO level (alpha / beta) in hartree: 0.144 / 0.146
DFT total energy in eV: -6249.209
Energy relative to the best compared isomer or geometry (same formula, charge and spin) in eV: 2.796
Expectation value of S²: 0.752
Net charge: -1
Multiplicity: 2
Max |F| in Eh/bohr: 0.108

CARTESIAN COORDINATES (ANGSTROEM)
C -1.31 0.91 1.68
C -2.11 1.59 0.84
H -0.99 -0.06 1.34
H -0.90 1.46 2.47
H -2.52 1.15 -0.16
H -2.45 2.70 0.83
N 1.68 -0.21 0.31
C 0.82 -1.11 -0.46
N 1.01 -1.67 -1.85
H 2.64 -0.22 0.00
H 1.48 0.73 -0.08
H 0.67 -2.02 0.20
H -0.21 -0.64 -0.42
H 1.90 -1.51 -2.25
H 0.30 -1.09 -2.45